<a>
The following is a quantum chemistry calculation of a 5-piece molecular cluster, CH12NO4 overall, from OMol25.

Properties
Charge   +1
2S+1   1
Orbital gap   9.9 eV
HOMO level   -13.9 eV

Each atom is followed by the atoms it is bonded to, with distances in Å.
Element x y z (Å)
1 C 0.51353 0.54039 -1.30384  N2 1.324, H3 1.203, H4 1.106
2 N 0.84333 -0.16247 -0.23078  C1 1.324, H5 0.991, H6 1.018
3 H 1.46071 0.63450 -2.03891  C1 1.203
4 H -0.31430 1.23835 -1.52708  C1 1.106
5 H 0.15175 -0.16320 0.47924  N2 0.991
6 H 1.71695 -0.68352 -0.19578  N2 1.018
7 H 3.62018 -0.39113 -2.37593  O9 0.935
8 H 2.33078 -0.97792 -2.54918  O9 0.915
9 O 2.78958 -0.45736 -1.95205  H7 0.935, H8 0.915
10 H -0.35325 -1.69773 -3.79818  O12 0.961
11 H -1.31474 -0.54910 -3.68396  O12 1.036
12 O -0.53022 -0.99076 -3.17230  H10 0.961, H11 1.036
13 H -1.75567 0.57202 1.51683  O15 0.932
14 H -0.87647 1.20888 2.54285  O15 0.948
15 O -0.86419 0.65416 1.77444  H13 0.932, H14 0.948
16 H -3.10455 0.79942 5.18957  O18 0.964
17 H -2.10541 -0.02389 6.07918  O18 0.964
18 O -2.20800 0.44934 5.24589  H16 0.964, H17 0.964

<b>
The following is a quantum chemistry calculation of a 5-piece molecular cluster, CH12NO4 overall, from OMol25.

Properties
Charge   +1
2S+1   1
Orbital gap   10.3 eV
HOMO level   -14.8 eV

Each atom is followed by the atoms it is bonded to, with distances in Å.
Element x y z (Å)
1 C -0.73590 -1.75782 -2.72672  N2 1.263, H3 1.085, H4 1.086
2 N -0.06373 -1.35546 -1.73567  C1 1.263, H5 1.011, H6 1.027
3 H -1.62850 -2.36722 -2.63162  C1 1.085
4 H -0.51829 -1.51638 -3.76342  C1 1.086
5 H 0.60983 -0.60148 -1.74234  N2 1.011
6 H -0.36852 -1.73568 -0.83200  N2 1.027
7 H 1.50576 1.16977 -0.15677  O9 0.972
8 H -0.06126 1.47888 0.05578  O9 0.970
9 O 0.59661 0.85020 -0.28046  H7 0.972, H8 0.970
10 H -0.91108 -1.58489 1.51035  O12 0.954
11 H -1.39189 -0.19784 1.02993  O12 0.991
12 O -1.46201 -1.17003 0.85085  H10 0.954, H11 0.991
13 H -0.77055 1.44582 2.18596  O15 0.946
14 H -1.91931 2.33196 1.94364  O15 0.958
15 O -1.42083 1.62991 1.52353  H13 0.946, H14 0.958
16 H 3.73905 1.22198 1.24396  O18 0.944
17 H 2.75157 0.39051 1.98810  O18 0.976
18 O 2.80752 1.15382 1.38287  H16 0.944, H17 0.976

Most favorable structure: <b>. The second most favorable one is 0.0367 hartree above it.

<a>
The following is a quantum chemistry calculation of an isolated ion of composition C3H5N2 and charge +1, from OMol25.

Properties
Charge   +1
2S+1   1
Orbital gap (alpha / beta)   7.4 / 7.4 eV
HOMO level (alpha / beta)   -12.8 / -12.8 eV

Each atom is followed by the atoms it is bonded to, with distances in Å.
Element x y z (Å)
1 C 0.48126 -0.77937 -0.01512  N4 1.273, N5 1.491, H9 1.035
2 C -2.14657 0.04853 0.03620  N5 1.408, H6 1.001, H7 1.146
3 C 2.55713 0.44655 -0.06264  N4 1.159, H8 1.068
4 N 1.64121 -0.25633 0.03675  C1 1.273, C3 1.159
5 N -0.73871 0.07556 0.04782  C1 1.491, C2 1.408, H10 0.999
6 H -2.56056 -0.85836 -0.05934  C2 1.001
7 H -2.74941 1.02346 0.05135  C2 1.146
8 H 3.37937 1.10428 0.11442  C3 1.068
9 H 0.43746 -1.77088 -0.30975  C1 1.035
10 H -0.30119 0.96655 0.16032  N5 0.999

<b>
The following is a quantum chemistry calculation of an isolated ion of composition C3H5N2 and charge +1, from OMol25.

Properties
Charge   +1
2S+1   1
Orbital gap   6.3 eV
HOMO level   -15.8 eV

Each atom is followed by the atoms it is bonded to, with distances in Å.
Element x y z (Å)
1 C -0.44175 0.21276 -0.20374  C2 1.509, C4 1.506, N5 1.421, H6 1.095
2 C 0.16973 -0.99471 0.46446  C1 1.509, N3 1.255, H7 1.085
3 N -0.51178 -2.04795 0.44768  C2 1.255, H8 1.021
4 C 0.30043 1.44491 -0.65099  C1 1.506, N5 1.362, H9 1.098, H10 1.094
5 N -0.17101 1.33713 0.62252  C1 1.421, C4 1.362
6 H -1.47651 0.08570 -0.53762  C1 1.095
7 H 1.13935 -0.88443 0.93824  C2 1.085
8 H -0.07117 -2.80788 0.96749  N3 1.021
9 H -0.31799 2.05056 -1.32727  C4 1.098
10 H 1.38070 1.60390 -0.72077  C4 1.094

Most favorable structure: <a>. The second most favorable one is 0.0586 hartree above it.